DFT (ωB97M-V with the def2-TZVPD basis set) results for a 2-piece molecular cluster, C6H12N2O overall at a distorted geometry.

```
21
Properties=species:S:1:pos:R:3:lowdin_charge:R:1
C -0.247 0.193 -0.938 -0.252
C 2.001 -0.847 0.727 -0.014
C -1.643 0.766 -1.079 -0.119
C 0.748 1.260 -1.366 -0.121
C 1.131 0.216 1.234 -0.382
N -1.612 -1.144 1.205 0.006
C 0.654 -1.208 1.310 -0.259
N -0.487 -1.243 0.447 -0.078
O 1.000 1.216 1.908 0.093
H -0.125 -0.653 -1.612 0.100
H -2.395 -1.712 0.906 0.099
H -1.643 -0.432 1.933 0.111
H 2.204 -1.001 -0.324 0.100
H 2.845 -1.061 1.376 0.124
H 0.619 -1.738 2.258 0.144
H -1.784 1.593 -0.377 0.082
H -1.843 1.095 -2.107 0.081
H -2.439 0.030 -0.931 0.057
H 0.568 1.563 -2.407 0.084
H 0.656 2.165 -0.760 0.080
H 1.792 0.942 -1.401 0.065
```

## Properties
* 2S+1: 1
* lowest unoccupied orbital energy: 0.5601 eV
* ΔE to the lowest compared entry with this formula, charge and spin: 145.8 kcal/mol
* E_HOMO: -0.280 Ha